Below is one molecule with the formula C5H8O, with properties calculated with ωB97M-V/def2-TZVPD.

Each atom is followed by the atoms it is bonded to, with distances in Å.
Cartesian coordinates (Å):
1 C -1.53310 0.37352 0.75704  C2 1.330, H7 1.088, H8 1.087
2 C -0.55882 0.11711 -0.11064  C1 1.330, C3 1.506, C4 1.507
3 C -0.65862 -0.94596 -1.17257  C2 1.506, H9 1.097, H10 1.098, H11 1.093
4 C 0.77060 0.82057 -0.02130  C2 1.507, C5 1.521, H12 1.099, H13 1.100
5 C 1.74984 0.04440 0.84648  C4 1.521, O6 1.206, H14 1.110
6 O 1.42365 -0.76743 1.67606  C5 1.206
7 H -1.42434 1.13808 1.52279  C1 1.088
8 H -2.46169 -0.19156 0.75417  C1 1.087
9 H 0.25314 -1.55518 -1.19970  C3 1.097
10 H -0.77594 -0.49805 -2.16809  C3 1.098
11 H -1.50665 -1.61290 -0.99587  C3 1.093
12 H 1.22762 0.97916 -1.00772  C4 1.099
13 H 0.67170 1.81689 0.43384  C4 1.100
14 H 2.82261 0.28133 0.68553  C5 1.110

SMILES string	C=C(C)CC=O
Kohn-Sham gap	10.45	eV
LUMO	0.96	eV
calculated total energy	-270.51958	Ha